# BF4H20O10

11 unconnected molecules or ions with the total composition BF4H20O10 (ωB97M-V/def2-TZVPD, the Open Molecules 2025 dataset).

CARTESIAN COORDINATES (ANGSTROEM)
F  -19.360  22.518  10.009
F  -20.487  24.267  10.955
F  -21.637  22.521  9.989
F  -20.489  22.187  11.974
O  -19.863  20.821  7.694
O  -19.250  27.339  12.651
O  -17.015  23.027  11.301
O  -22.494  19.886  13.762
O  -22.584  25.521  12.901
O  -22.670  21.428  7.683
O  -23.541  21.759  11.941
O  -20.061  25.019  8.037
O  -21.020  23.507  14.260
O  -18.376  20.002  11.115
B  -20.513  22.901  10.761
H  -16.611  23.883  11.139
H  -19.697  19.939  8.042
H  -20.312  23.286  14.869
H  -24.328  21.587  11.416
H  -18.875  20.777  11.395
H  -17.920  23.111  10.964
H  -22.354  25.014  13.690
H  -20.193  24.283  8.647
H  -21.806  21.156  7.347
H  -20.815  23.018  13.446
H  -21.633  20.307  13.680
H  -23.053  20.395  13.154
H  -22.419  21.677  8.581
H  -22.196  25.017  12.180
H  -17.522  20.364  10.860
H  -19.417  21.405  8.318
H  -22.910  22.131  11.310
H  -19.757  28.154  12.677
H  -19.668  26.815  11.959
H  -19.173  24.888  7.695

Atomic forces in eV per Å
-0.08 0.23 0.01
-0.13 0.02 0.22
0.11 0.30 0.63
-0.03 0.00 -0.25
0.24 -0.16 -0.26
0.20 0.09 -0.09
0.01 0.00 0.00
-0.05 -0.20 0.11
-0.27 0.20 0.03
-0.02 -0.15 -0.01
-0.29 0.05 -0.06
0.05 0.01 -0.06
-0.03 -0.09 0.12
0.07 -0.18 -0.04
0.13 -0.42 -0.61
0.00 0.04 0.05
-0.03 -0.02 0.10
0.03 0.05 0.02
-0.03 0.03 -0.01
-0.08 -0.03 0.00
0.23 -0.07 -0.04
0.20 -0.06 -0.13
-0.05 0.14 -0.03
0.01 -0.01 -0.12
-0.04 0.14 0.21
-0.05 0.02 -0.04
0.23 0.12 0.01
-0.21 0.09 -0.10
0.11 0.01 -0.01
0.04 0.11 0.05
-0.13 0.09 0.19
0.04 -0.13 -0.01
-0.10 -0.03 0.02
-0.10 -0.13 0.09
0.02 -0.04 -0.02

net charge	-1
E_HOMO	-7.9102	eV
E_LUMO	2.7	eV
2S+1	1
gap between HOMO and LUMO	10.6	eV
energy above the lowest of the compared OMol25 structures with the same formula, charge and spin	17.94	kJ/mol



# C19H16N6

2 unconnected molecules or ions with the total composition C19H16N6 (ωB97M-V/def2-TZVPD, the Open Molecules 2025 dataset).

CARTESIAN COORDINATES (ANGSTROEM)
N  -1.661  -2.511  0.172
N  0.171  -1.213  3.276
N  -4.519  -3.501  -3.321
N  -2.039  -2.370  -2.031
N  -5.208  -4.012  -1.125
N  -3.789  -3.561  0.765
C  -2.135  2.273  3.546
C  -1.203  -2.136  -1.021
C  2.461  1.604  3.533
C  -0.761  2.295  3.554
C  1.332  0.787  3.430
C  -1.324  -3.201  3.481
C  -3.121  -2.938  -1.457
C  1.466  -0.611  3.313
C  2.730  -1.191  3.316
C  -2.829  1.069  3.429
C  -0.074  1.083  3.450
C  -4.316  -3.482  -1.984
C  3.835  -0.376  3.425
C  -2.890  -3.024  -0.071
C  -4.873  -4.003  0.154
C  -2.162  -0.133  3.328
C  -0.032  -2.549  3.241
C  -0.771  -0.141  3.350
C  3.702  1.009  3.529
H  -0.219  3.220  3.642
H  -1.217  -4.282  3.580
H  2.835  -2.258  3.251
H  -3.852  -3.149  -3.993
H  2.351  2.670  3.624
H  -2.712  -1.048  3.217
H  -1.771  -2.836  4.407
H  -5.338  -3.910  -3.745
H  -2.019  -3.020  2.662
H  -5.606  -4.449  0.812
H  -3.905  1.079  3.415
H  -2.682  3.196  3.628
H  4.819  -0.815  3.442
H  0.828  -3.169  3.068
H  -0.214  -1.716  -1.168
H  4.583  1.623  3.616

Atomic forces in eV per Å
0.37 -0.07 2.31
-0.31 -2.97 -0.15
-0.61 -0.13 -1.17
0.82 0.52 -1.53
0.36 0.32 -1.58
-0.03 -0.11 0.77
-0.40 -0.20 -0.01
-0.87 -0.39 -0.84
-0.70 -0.46 -0.06
0.60 -0.75 -0.06
0.80 -0.66 -0.04
0.05 -0.27 0.23
-0.30 -0.22 0.41
1.29 1.18 -0.01
-0.92 -0.35 -0.03
0.15 0.43 0.05
-0.93 -0.17 0.00
0.85 0.19 0.79
0.08 0.36 0.03
0.00 0.18 -1.21
-0.05 -0.15 1.23
0.43 -0.91 -0.09
-0.57 2.90 0.05
-0.66 1.29 0.27
0.20 -0.25 -0.02
0.11 0.17 -0.01
0.20 0.15 -0.17
0.19 -0.27 -0.04
0.18 0.07 0.73
0.00 0.20 0.01
-0.23 -0.12 -0.08
-0.06 0.25 0.03
-0.01 -0.02 0.57
-0.17 0.07 -0.42
-0.21 -0.07 0.11
-0.14 -0.06 -0.04
-0.12 0.14 0.00
0.11 -0.09 -0.04
0.47 0.15 -0.01
-0.14 0.04 0.03
0.18 0.07 0.01

E_HOMO	-6.2056	eV
E_LUMO	-2.2	eV
2S+1	1
gap between HOMO and LUMO	4.0	eV
energy above the lowest of the compared OMol25 structures with the same formula, charge and spin	218.99	kJ/mol



# C18H29N3ReS5

A molecular structure, C18H29N3ReS5 (ωB97M-V/def2-TZVPD, the Open Molecules 2025 dataset).

CARTESIAN COORDINATES (ANGSTROEM)
Re  -0.284  0.304  -0.607
S  1.119  2.294  -0.510
S  -2.206  0.343  1.386
S  -1.576  -1.931  -0.932
S  0.000  -0.019  -3.157
S  -1.921  1.914  -1.514
N  0.720  -0.514  0.666
N  3.566  1.186  0.006
N  2.882  2.648  1.477
C  -3.470  1.925  -0.582
C  -1.821  -2.127  -2.723
C  -1.265  1.021  -3.976
C  0.023  -2.124  2.339
C  3.544  0.233  -1.089
C  -3.276  -1.546  -0.443
C  4.719  1.320  0.912
C  -2.489  1.326  -3.131
C  1.319  -2.381  4.343
C  4.225  2.325  1.971
C  2.096  -0.929  2.594
C  0.201  -2.698  3.583
C  2.571  1.973  0.379
C  -0.583  -1.705  -3.477
C  -3.174  1.799  0.893
C  2.267  -1.499  3.842
C  0.953  -1.203  1.833
C  -3.323  -1.037  0.976
H  -4.336  -0.717  1.224
H  4.844  3.219  2.009
H  -3.690  -0.837  -1.156
H  -0.737  1.942  -4.222
H  -2.573  2.639  1.244
H  2.834  -0.246  2.193
H  4.170  1.895  2.969
H  -2.706  -1.573  -3.026
H  -2.004  -3.186  -2.903
H  -3.076  2.124  -3.586
H  2.833  -0.566  -0.883
H  0.269  -2.333  -3.213
H  3.134  -1.248  4.439
H  2.257  3.297  1.922
H  -1.537  0.523  -4.906
H  1.457  -2.823  5.321
H  -3.848  -2.473  -0.509
H  4.538  -0.190  -1.202
H  -3.131  0.457  -2.998
H  -3.954  2.880  -0.782
H  -0.749  -1.782  -4.552
H  3.262  0.729  -2.018
H  -3.042  -1.826  1.673
H  -4.107  1.786  1.459
H  -4.120  1.130  -0.943
H  -0.532  -3.396  3.965
H  -0.836  -2.370  1.727
H  5.580  1.691  0.357
H  4.984  0.351  1.337

Atomic forces in eV per Å
-2.15 -2.66 1.71
-0.07 0.47 -0.10
1.23 0.33 -1.44
0.46 1.03 -0.04
0.17 0.24 0.55
0.15 0.58 -0.38
0.24 0.48 -0.89
-0.05 -0.12 0.18
0.15 -0.02 0.10
-0.03 -0.03 0.00
-0.02 -0.26 0.15
0.12 0.07 0.15
-0.04 0.18 -0.21
-0.06 0.11 -0.14
-0.06 -0.27 -0.18
0.03 -0.06 0.00
-0.01 -0.03 0.02
0.01 0.04 -0.01
-0.03 0.04 -0.03
0.03 0.18 -0.08
-0.02 -0.10 0.00
0.01 -0.06 -0.14
0.03 0.10 0.00
0.00 -0.07 0.24
0.01 -0.07 0.00
-0.05 -0.08 0.37
0.03 0.05 0.14
0.02 -0.01 0.09
0.01 0.00 0.00
0.02 0.01 0.01
0.00 -0.01 -0.05
-0.04 0.03 0.03
-0.04 0.04 0.03
0.00 -0.01 0.00
0.02 0.02 -0.02
-0.05 0.01 -0.06
0.02 -0.02 -0.07
0.05 -0.06 0.05
0.01 -0.03 -0.07
0.04 -0.04 -0.05
-0.05 0.01 -0.11
0.03 0.02 -0.02
-0.02 0.00 0.00
-0.08 0.04 0.01
0.02 0.03 0.01
0.00 -0.01 0.02
-0.04 -0.01 0.02
0.08 -0.07 -0.01
0.02 0.04 0.01
-0.07 0.01 0.04
0.04 0.02 0.06
-0.01 -0.01 0.01
0.01 -0.01 -0.01
-0.02 -0.09 0.08
-0.01 0.01 -0.02
-0.04 -0.01 0.02

net charge	+2
E_HOMO (alpha / beta)	-12.8219 / -13.0544	eV
E_LUMO (alpha / beta)	-6.6 / -6.5	eV
2S+1	2
gap between HOMO and LUMO (alpha / beta)	6.2 / 6.6	eV
energy above the lowest of the compared OMol25 structures with the same formula, charge and spin	105.58	kJ/mol
expectation value of S²	0.77



# C8H32N2O8

8 unconnected molecules or ions with the total composition C8H32N2O8 (ωB97M-V/def2-TZVPD, the Open Molecules 2025 dataset).

CARTESIAN COORDINATES (ANGSTROEM)
O  -16.628  11.490  -13.560
O  -20.480  9.404  -11.230
O  -19.283  4.437  -13.066
O  -17.121  6.961  -10.094
O  -19.817  12.753  -9.458
O  -22.940  10.606  -7.372
O  -16.734  9.070  -14.999
O  -21.489  7.036  -11.021
N  -18.648  10.673  -9.652
N  -17.447  12.516  -9.276
C  -19.218  5.709  -13.715
C  -20.660  10.250  -12.329
C  -21.617  10.355  -7.571
C  -21.753  5.659  -11.071
C  -18.136  8.952  -15.239
C  -17.361  11.379  -12.379
C  -18.644  11.994  -9.493
C  -17.577  7.425  -11.395
H  -21.313  7.307  -10.112
H  -21.372  9.691  -6.739
H  -17.390  6.603  -12.133
H  -16.541  12.441  -13.705
H  -20.193  4.208  -12.906
H  -17.083  8.308  -11.812
H  -23.183  11.206  -8.077
H  -16.760  11.917  -11.600
H  -16.940  6.017  -9.971
H  -16.561  9.685  -14.317
H  -17.572  13.568  -9.156
H  -20.990  5.148  -10.472
H  -21.765  5.301  -12.173
H  -19.526  10.304  -9.906
H  -18.189  5.877  -13.954
H  -20.036  9.952  -13.198
H  -18.439  7.980  -15.564
H  -17.851  10.003  -9.540
H  -17.448  10.288  -12.246
H  -18.648  9.618  -15.844
H  -19.677  6.397  -13.039
H  -21.057  11.296  -7.553
H  -18.459  9.099  -14.207
H  -22.791  5.578  -10.730
H  -18.639  7.577  -11.386
H  -20.488  11.272  -12.062
H  -21.703  10.206  -12.641
H  -18.390  11.852  -12.566
H  -21.385  9.913  -8.526
H  -19.741  5.833  -14.684
H  -20.758  8.487  -11.499
H  -16.555  11.970  -9.418

Atomic forces in eV per Å
0.69 0.80 -1.15
0.00 -1.22 -0.06
0.58 -0.06 -0.72
0.04 1.33 0.08
5.93 -3.66 -0.50
-2.37 0.47 -0.37
0.13 -1.69 -2.77
0.53 0.86 -0.31
0.75 -0.95 0.20
1.26 2.79 0.33
-0.86 -0.75 -0.47
-0.61 -0.49 -1.15
1.84 0.08 0.84
-0.65 -0.44 -1.28
1.22 -0.58 3.55
-0.85 0.55 0.10
-5.25 2.07 0.74
0.74 -2.79 -0.47
-0.16 -0.16 -0.04
0.72 0.03 -0.27
-0.11 0.82 0.53
0.26 -0.35 -0.47
-0.43 -0.09 0.02
0.33 -0.08 0.82
-0.55 0.23 0.00
-1.09 -0.80 -0.17
-0.30 0.50 -0.97
0.02 1.37 0.80
1.21 -2.07 -0.18
-0.51 -0.46 -0.25
0.27 0.72 1.83
-0.85 -0.89 -0.32
0.58 0.40 0.29
-0.22 0.30 0.49
0.39 -0.91 -0.15
-1.14 1.38 -0.15
-0.25 0.64 0.66
-0.27 1.97 -1.50
0.20 1.12 0.31
0.40 -0.21 0.28
-1.38 -0.25 -0.17
0.27 -0.88 0.26
-0.50 0.27 0.22
0.41 0.54 0.38
-0.18 0.02 -0.25
1.33 -0.73 0.92
-0.01 -0.60 -0.52
-0.11 -0.72 0.32
0.25 1.13 0.32
-1.68 1.45 0.37

SMILES	NC(N)=O.CO.CO.CO.CO.CO.CO.CO
E_HOMO	-9.2524	eV
E_LUMO	0.3	eV
2S+1	1
gap between HOMO and LUMO	9.6	eV
energy above the lowest of the compared OMol25 structures with the same formula, charge and spin	255.94	kJ/mol



# C24H40Cl16N2O4P2

A molecular structure, C24H40Cl16N2O4P2 (ωB97M-V/def2-TZVPD, the Open Molecules 2025 dataset).

CARTESIAN COORDINATES (ANGSTROEM)
Cl  -5.918  -1.904  0.749
Cl  -0.358  7.665  3.967
Cl  1.514  -8.032  4.155
Cl  -1.030  7.881  8.425
Cl  -4.761  3.467  1.869
Cl  0.818  3.208  -4.736
Cl  0.158  9.971  -0.991
Cl  -3.193  7.064  3.650
Cl  -0.300  10.078  6.653
Cl  -2.597  4.932  -0.932
Cl  1.199  8.867  1.499
Cl  -1.968  2.723  2.253
Cl  0.312  3.855  -1.939
Cl  -8.783  -2.305  0.391
Cl  -1.661  7.395  0.315
Cl  -1.279  -7.287  3.771
P  -2.882  -0.882  -1.945
P  -2.258  0.623  -0.497
O  -3.247  -2.411  -1.126
O  -1.834  -1.068  -3.323
O  0.124  -8.467  -0.636
O  -4.302  -0.384  -2.523
N  1.682  1.352  1.557
N  0.553  -0.037  -1.264
C  2.006  0.058  -0.896
C  0.242  1.281  1.134
C  -1.995  8.016  4.536
C  0.277  8.935  7.872
C  1.878  -3.925  -3.646
C  1.560  -8.642  -1.013
C  4.180  0.714  0.781
C  0.065  2.672  -3.230
C  1.828  -7.860  -2.445
C  5.303  0.083  -0.232
C  -3.142  4.044  2.286
C  2.156  -6.265  -2.215
C  4.770  -0.588  -1.629
C  1.573  9.820  0.057
C  2.535  0.726  0.489
C  -0.329  0.596  -0.226
C  0.339  -6.711  4.188
C  -2.572  6.697  -1.030
C  2.401  -5.482  -3.641
C  3.126  -0.596  -1.936
C  3.115  -2.933  -3.162
C  -7.312  -1.604  -0.295
C  -0.209  -9.289  0.543
C  2.711  -1.356  -3.366
H  -2.623  1.939  -1.039
H  3.553  -5.481  -3.876
H  0.951  -3.804  -2.921
H  2.375  9.326  -0.497
H  5.561  -1.074  -2.342
H  -0.118  -8.628  1.523
H  1.897  10.817  0.364
H  -1.007  2.543  -3.394
H  -3.166  4.474  3.290
H  1.601  -1.163  -3.682
H  -2.062  7.772  5.599
H  0.669  9.494  8.726
H  -7.449  -0.526  -0.405
H  -2.204  9.078  4.387
H  1.846  -6.035  -4.517
H  0.316  -6.281  5.193
H  -3.915  -2.125  -0.410
H  3.475  -0.920  -4.167
H  1.581  -3.564  -4.738
H  3.270  -3.170  -2.002
H  4.152  -3.234  -3.669
H  0.900  -8.022  -3.159
H  0.509  1.720  -2.929
H  1.069  8.321  7.438
H  -7.127  -2.054  -1.274
H  -0.557  1.762  1.876
H  4.571  1.184  1.791
H  3.116  -6.133  -1.554
H  2.766  -8.385  -2.960
H  -1.340  -9.634  0.465
H  -1.296  -1.905  -3.143
H  6.427  0.118  0.096
H  1.711  -9.796  -1.221
H  -2.102  6.995  -1.970
H  -3.599  7.070  -0.995
H  1.241  -5.749  -1.652
H  -2.840  4.807  1.565
H  2.253  -8.217  -0.166
H  0.642  -5.947  3.467
H  0.462  -10.271  0.638

Atomic forces in eV per Å
0.11 0.04 0.19
-0.08 -0.13 0.23
0.09 0.07 0.03
0.05 -0.06 0.04
0.04 0.07 -0.03
-0.03 -0.07 -0.08
0.15 0.20 -0.13
-0.16 0.18 0.12
0.12 0.13 0.08
-0.31 0.03 -0.17
0.19 0.19 -0.11
-1.57 1.22 0.47
0.20 -0.20 0.04
0.03 0.04 -0.05
-0.15 -0.14 -0.07
-0.04 0.13 0.06
-5.65 -0.28 -4.12
1.19 0.21 1.41
1.01 3.55 -0.45
-0.79 -2.12 3.69
1.72 -1.43 0.85
5.29 -1.29 2.44
-3.50 -2.66 -6.01
1.36 2.91 5.42
0.87 -0.26 0.33
2.67 -1.20 -0.80
-0.04 0.28 0.32
0.39 -0.03 0.11
1.06 0.30 -0.27
-0.57 -0.05 -1.15
0.45 -1.51 -2.81
-0.14 -0.35 0.02
0.46 -0.10 0.55
-5.27 0.42 0.10
-0.31 0.60 0.37
-0.51 0.21 -0.37
-3.48 1.76 2.95
0.40 0.09 -0.08
1.62 -0.29 -0.24
3.89 -0.13 -0.68
0.06 0.37 0.08
-0.16 0.37 -0.21
-0.26 0.13 -0.18
2.46 0.68 1.30
-0.88 -0.97 0.99
-0.13 0.23 -0.59
-0.52 -0.14 0.72
1.82 0.52 1.13
0.69 -1.26 -0.27
-2.26 -0.07 0.31
1.90 -0.15 -1.50
-0.30 0.05 0.13
-1.98 1.02 1.32
-0.01 -1.51 -1.98
-0.21 -0.26 -0.04
0.25 0.15 0.00
0.01 -0.35 -0.27
2.19 -0.45 0.76
0.04 -0.03 -0.32
-0.24 -0.10 -0.23
0.09 -0.31 0.16
0.07 -0.33 -0.08
1.09 0.87 1.77
-0.03 -0.24 -0.24
1.05 -0.52 -1.42
-1.98 -0.73 1.60
0.46 -0.98 2.26
-0.28 0.70 -2.47
-2.43 0.80 0.79
1.85 0.43 1.58
-0.05 0.32 -0.07
-0.31 0.12 0.01
0.02 0.06 0.34
3.37 -2.01 -2.17
-1.10 -1.03 -2.32
-1.89 -0.37 -1.14
-1.97 1.17 1.10
2.38 0.81 -0.02
-0.66 1.52 -0.53
-2.46 -0.10 -0.84
-0.01 2.26 0.70
0.00 -0.17 0.28
0.26 -0.17 0.09
1.95 -1.21 -1.15
-0.03 -0.37 0.19
-1.20 -0.96 -1.57
-0.10 -0.30 0.11
-1.33 2.20 -0.29

E_HOMO	-8.2386	eV
E_LUMO	-1.5	eV
2S+1	1
gap between HOMO and LUMO	6.8	eV



# C4H12N2O2

2 unconnected molecules or ions with the total composition C4H12N2O2 (ωB97M-V/def2-TZVPD, the Open Molecules 2025 dataset).

CARTESIAN COORDINATES (ANGSTROEM)
O  -3.851  0.645  -0.066
O  1.131  1.585  0.222
N  1.597  0.346  -0.010
N  -1.618  -0.054  0.183
C  -0.614  -0.758  0.047
C  -3.128  -0.469  0.044
C  2.107  0.061  -1.306
C  2.205  -0.247  1.134
H  2.250  -1.011  -1.445
H  3.173  0.240  1.340
H  1.463  0.448  -2.098
H  2.391  -1.310  0.977
H  -4.328  0.934  0.729
H  -3.164  -1.039  -0.894
H  -3.339  -1.114  0.907
H  -0.529  -1.816  -0.146
H  1.109  2.161  -0.567
H  3.098  0.527  -1.434
H  -1.549  0.959  0.356
H  1.595  -0.089  2.029

Atomic forces in eV per Å
-0.23 0.74 -0.10
0.17 -0.31 0.68
-1.23 0.95 -0.22
0.24 0.67 0.13
0.42 0.03 -0.08
-0.75 -1.12 -0.05
0.65 -0.12 -1.60
0.58 -0.29 1.63
-0.13 0.02 0.20
-0.17 0.03 -0.29
-0.10 -0.02 0.19
-0.16 0.12 -0.20
0.17 -0.28 -0.02
0.11 0.15 0.25
0.12 0.21 -0.12
0.09 -0.40 -0.07
0.23 -0.37 -0.33
-0.12 0.03 0.25
0.13 -0.04 0.01
-0.02 -0.01 -0.24

net charge	+2
E_HOMO (alpha / beta)	-19.2150 / -19.4411	eV
E_LUMO (alpha / beta)	-10.7 / -10.7	eV
2S+1	1
gap between HOMO and LUMO (alpha / beta)	8.5 / 8.7	eV
energy above the lowest of the compared OMol25 structures with the same formula, charge and spin	686.19	kJ/mol



Number 1: electronic energy -1189.08379 a.u.. Number 2: electronic energy -1062.13452 a.u.. Number 3: electronic energy -2936.26885 a.u.. Number 4: electronic energy -1035.24548 a.u.. Number 5: electronic energy -9394.18446 a.u.. Number 6: electronic energy -418.74060 a.u..